[1]
ORCA calculation (ωB97M-V/def2-TZVPD) on the ion C4H8NO2 with charge -1 in a non-equilibrium geometry.

E_LUMO (eV): 3.7655
SMILES: CCCNC(=O)[O-]
E_tot (Eh): -362.49980
Charge: -1

Cartesian coordinates (Å):
C: -0.54 -0.08 -0.21
N: -0.13 -1.41 -0.59
C: -0.21 -1.81 -2.05
O: 0.13 -2.99 -2.22
O: -0.58 -0.93 -2.83
C: 0.30 0.34 1.04
C: 0.22 1.88 1.30
H: -0.28 0.60 -1.03
H: -1.60 0.14 0.09
H: 0.57 -2.02 -0.21
H: 1.33 0.06 0.85
H: 0.04 -0.30 1.90
H: -0.74 2.19 1.68
H: 0.44 2.24 0.29
H: 1.05 2.08 1.98

Table of Mulliken atomic charges, one value per atom, all in e:
1 C -0.46
2 N -0.29
3 C 0.51
4 O -0.76
5 O -0.72
6 C -0.47
7 C -1.07
8 H 0.33
9 H 0.13
10 H 0.24
11 H 0.33
12 H 0.32
13 H 0.30
14 H 0.29
15 H 0.32



[2]
ORCA calculation (ωB97M-V/def2-TZVPD) on a structure of composition C16H40NO2SSi2.

E_LUMO (eV): -2.4503
E_tot (Eh): -1815.94871
Charge: +1

Cartesian coordinates (Å):
C: -0.92 -1.68 -1.67
C: -0.35 -1.00 -2.92
C: 0.22 -2.05 -3.87
C: 0.69 0.10 -2.61
C: 0.38 1.43 -3.29
C: 1.58 2.37 -3.28
C: -0.85 2.08 -2.64
O: -1.65 2.72 -3.61
Si: -3.29 2.64 -3.72
O: -3.71 2.55 -5.29
Si: -3.60 1.32 -6.38
S: -2.86 1.97 -8.25
H: -1.93 -2.05 -1.84
H: -0.97 -0.99 -0.82
H: -0.31 -2.53 -1.36
H: -1.18 -0.52 -3.44
H: 0.43 -1.64 -4.86
H: -0.46 -2.89 -4.01
H: 1.16 -2.46 -3.48
H: 1.70 -0.22 -2.90
H: 0.74 0.27 -1.53
H: 0.09 1.23 -4.32
H: 2.05 2.38 -2.29
H: 1.30 3.39 -3.52
H: 2.34 2.06 -4.00
H: -0.54 2.83 -1.90
H: -1.44 1.32 -2.11
H: -3.70 1.41 -3.00
H: -3.93 3.83 -3.15
H: -2.70 0.29 -5.82
H: -4.95 0.77 -6.64
H: -1.57 1.88 -7.86
C: 1.70 -0.55 1.05
C: 0.51 0.25 1.58
C: 0.82 1.08 2.83
C: 1.41 0.41 4.05
N: 0.55 -0.60 4.79
C: 0.48 -1.92 4.06
C: 1.75 -2.64 4.46
C: 1.86 -2.33 5.96
C: 1.21 -0.95 6.13
C: -0.82 -0.04 5.00
H: 2.15 -1.20 1.81
H: 1.40 -1.18 0.22
H: 2.49 0.12 0.70
H: -0.35 -0.40 1.75
H: 0.19 0.95 0.81
H: -0.06 1.66 3.11
H: 1.58 1.83 2.56
H: 1.64 1.18 4.79
H: 2.35 -0.11 3.82
H: -0.40 -2.44 4.44
H: 0.35 -1.74 3.00
H: 2.61 -2.26 3.91
H: 1.68 -3.71 4.26
H: 2.89 -2.32 6.31
H: 1.32 -3.07 6.54
H: 1.92 -0.16 6.36
H: 0.43 -0.94 6.89
H: -1.31 0.09 4.04
H: -0.74 0.92 5.51
H: -1.39 -0.74 5.61

Table of Mulliken atomic charges, one value per atom, all in e:
1 C -1.45
2 C 1.36
3 C -1.77
4 C -0.55
5 C 0.80
6 C -1.72
7 C -0.69
8 O -0.21
9 Si 0.36
10 O -0.09
11 Si 0.44
12 S -0.28
13 H 0.41
14 H 0.21
15 H 0.37
16 H -0.14
17 H 0.38
18 H 0.43
19 H 0.40
20 H 0.57
21 H -0.45
22 H 0.27
23 H 0.30
24 H 0.42
25 H 0.43
26 H 0.32
27 H 0.32
28 H -0.15
29 H -0.17
30 H -0.17
31 H -0.14
32 H 0.13
33 C -1.09
34 C 0.05
35 C -1.28
36 C -0.77
37 N 0.33
38 C -0.36
39 C -0.61
40 C -0.60
41 C -0.49
42 C -1.17
43 H 0.29
44 H 0.20
45 H 0.39
46 H 0.30
47 H 0.29
48 H 0.39
49 H 0.48
50 H 0.41
51 H 0.51
52 H 0.50
53 H 0.00
54 H 0.18
55 H 0.55
56 H 0.36
57 H 0.30
58 H 0.28
59 H 0.36
60 H 0.37
61 H 0.41
62 H 0.49



[3]
ORCA calculation (ωB97M-V/def2-TZVPD) on an isolated molecule of C11H14O3S in a non-equilibrium geometry.

E_LUMO (eV): -0.6452
E_tot (Eh): -1051.31444
Charge: 0

Cartesian coordinates (Å):
C: -0.52 0.37 -2.10
C: 0.50 1.13 -2.52
C: -1.53 1.13 0.39
C: 0.03 -0.35 1.68
C: 1.04 -1.35 -1.07
C: 2.19 -0.31 -1.38
C: -0.28 -0.62 -0.94
C: 1.74 1.17 -1.71
C: -0.34 0.23 0.31
C: -1.69 2.16 1.48
C: -0.78 -1.61 2.04
O: -2.38 1.04 -0.46
O: 0.82 0.18 2.41
O: 0.74 3.28 -0.45
S: 1.34 2.00 -0.12
H: -1.44 0.20 -2.68
H: 0.14 1.82 -3.26
H: 1.17 -2.13 -1.85
H: 1.39 -1.80 -0.23
H: 2.94 -0.02 -0.55
H: 2.93 -0.62 -2.18
H: -1.17 -1.22 -0.93
H: 2.54 1.87 -2.07
H: -2.00 3.18 1.02
H: -0.86 2.29 2.25
H: -2.51 1.74 2.07
H: -1.85 -1.38 2.49
H: -0.29 -2.20 2.86
H: -0.62 -2.29 1.07

Table of Mulliken atomic charges, one value per atom, all in e:
1 C -0.61
2 C -0.92
3 C 0.89
4 C -0.09
5 C -0.92
6 C -0.74
7 C 0.15
8 C -0.07
9 C 0.31
10 C -1.28
11 C -1.09
12 O -0.58
13 O -0.54
14 O -0.53
15 S 0.50
16 H 0.50
17 H 0.33
18 H 0.49
19 H 0.28
20 H 0.30
21 H 0.40
22 H 0.79
23 H 0.54
24 H 0.26
25 H 0.28
26 H 0.42
27 H 0.25
28 H 0.37
29 H 0.30



[4]
ORCA calculation (ωB97M-V/def2-TZVPD) on a structure of composition C28H19F5N3O3RuS in a non-equilibrium geometry.

E_LUMO (spin up / spin down) (eV): 2.0689 / 1.2748
Spin multiplicity: 5
⟨S²⟩: 6.0728
E_tot (Eh): -2460.68323
Charge: -1

Cartesian coordinates (Å):
Ru: -0.44 0.04 0.37
O: -1.25 0.70 -4.85
C: -1.76 1.80 -4.40
C: -2.14 2.78 -5.32
C: -2.53 4.04 -4.95
C: -2.51 4.34 -3.54
C: -2.08 3.42 -2.58
C: -1.78 2.10 -3.02
C: -1.28 1.21 -2.05
O: -1.29 1.43 -0.78
N: -0.71 0.07 -2.47
N: -0.30 -0.75 -1.52
C: 0.36 -1.83 -1.91
C: 0.26 -3.13 -1.38
C: 0.98 -4.09 -2.15
C: 0.74 -5.46 -2.07
C: -0.02 -5.86 -0.96
C: -0.53 -4.95 -0.07
C: -0.58 -3.53 -0.23
O: -1.16 -2.66 0.44
H: -0.87 0.20 -3.97
H: -2.14 2.59 -6.41
H: -2.85 4.79 -5.68
H: -2.98 5.25 -3.21
H: -1.96 3.68 -1.52
H: 0.91 -1.84 -2.83
H: 1.66 -3.65 -2.83
H: 1.25 -6.15 -2.77
H: -0.26 -6.91 -0.80
H: -0.85 -5.42 0.87
F: -1.96 6.42 2.47
C: -1.73 5.12 2.62
C: -0.48 4.56 2.36
F: 0.58 5.40 2.24
C: -0.32 3.20 2.21
F: 0.93 2.70 1.87
C: -1.37 2.35 2.47
S: -1.23 0.63 2.53
C: -2.61 2.95 2.78
F: -3.51 2.27 3.49
C: -2.84 4.29 2.65
F: -4.07 4.90 2.77
C: 3.05 0.64 0.86
C: 3.04 -0.67 1.55
C: 4.21 -1.24 2.07
C: 4.12 -2.45 2.73
C: 2.92 -2.92 3.24
C: 1.70 -2.38 2.81
C: 0.42 -2.85 3.47
C: 1.75 -1.25 1.91
N: 0.64 -0.71 1.51
H: 4.13 0.85 0.75
H: 2.56 1.47 1.43
H: 2.61 0.65 -0.13
H: 5.16 -0.74 1.98
H: 5.11 -2.93 2.97
H: 2.92 -3.63 4.09
H: 0.03 -2.07 4.13
H: 0.68 -3.69 4.08
H: -0.36 -3.08 2.72

Table of Mulliken atomic charges, one value per atom, all in e:
1 Ru 0.99
2 O -0.71
3 C 0.32
4 C -0.44
5 C -0.54
6 C -0.47
7 C -0.80
8 C 0.35
9 C 1.17
10 O -0.86
11 N -0.61
12 N -0.22
13 C -0.92
14 C 1.01
15 C -0.55
16 C -0.68
17 C -0.30
18 C -0.81
19 C 0.61
20 O -0.64
21 H 0.60
22 H 0.33
23 H 0.36
24 H 0.35
25 H 0.39
26 H 0.32
27 H 0.41
28 H 0.32
29 H 0.37
30 H 0.31
31 F -0.29
32 C 0.57
33 C -0.21
34 F -0.33
35 C 0.06
36 F -0.19
37 C 0.70
38 S -0.49
39 C 0.32
40 F -0.32
41 C -0.05
42 F -0.31
43 C -1.23
44 C 0.73
45 C -0.79
46 C -0.67
47 C -0.80
48 C 1.03
49 C -1.36
50 C 0.13
51 N 0.33
52 H 0.40
53 H 0.16
54 H 0.21
55 H 0.34
56 H 0.27
57 H 0.26
58 H 0.25
59 H 0.43
60 H 0.19



[5]
ORCA calculation (ωB97M-V/def2-TZVPD) on an isolated molecule of C5H8OS in a non-equilibrium geometry.

E_LUMO (eV): 0.7939
SMILES: C[C@]12CSC[C@@H]1O2
E_tot (Eh): -668.56267
Charge: 0

Cartesian coordinates (Å):
C: -0.19 0.91 1.62
C: -0.82 0.42 0.30
C: -0.96 -1.10 0.14
C: 1.26 0.40 -0.67
C: -0.18 0.67 -1.01
H: -1.01 0.88 2.35
H: -0.07 2.00 1.16
H: 0.67 0.26 2.08
H: -1.60 -1.33 -0.65
H: -1.36 -1.76 0.97
H: 2.02 0.29 -1.43
H: 1.53 0.99 0.31
H: -0.57 -0.08 -1.75
O: -1.24 1.55 -0.51
S: 0.98 -1.34 -0.08

Table of Mulliken atomic charges, one value per atom, all in e:
1 C -1.32
2 C 0.74
3 C -0.80
4 C -0.54
5 C -0.28
6 H 0.38
7 H 0.40
8 H 0.28
9 H 0.40
10 H 0.36
11 H 0.39
12 H 0.27
13 H 0.33
14 O -0.46
15 S -0.14



[6]
ORCA calculation (ωB97M-V/def2-TZVPD) on a structure of composition C14H21BeCl6F6N4O4S2 in a non-equilibrium geometry.

E_LUMO (eV): -8.7303
E_tot (Eh): -5237.02381
Charge: +1

Cartesian coordinates (Å):
Be: -12.85 -2.47 8.99
C: -14.45 -5.09 6.20
F: -13.22 -5.27 5.80
F: -14.97 -3.94 5.82
F: -15.29 -6.03 5.84
S: -14.49 -5.03 8.16
O: -15.29 -3.83 8.39
O: -15.18 -6.21 8.59
N: -12.95 -4.67 8.72
S: -12.34 -6.13 9.02
O: -12.42 -6.52 10.38
O: -12.68 -7.14 8.06
C: -10.48 -5.96 8.70
F: -10.01 -7.18 8.49
F: -10.21 -5.12 7.70
F: -9.82 -5.48 9.75
C: -6.11 -5.46 9.16
C: -5.04 -5.56 10.13
N: -4.25 -5.63 10.96
H: -5.83 -4.86 8.30
H: -7.10 -5.25 9.57
H: -6.30 -6.49 8.86
C: -11.94 -0.33 4.57
C: -12.60 -1.29 5.45
N: -13.16 -2.02 6.14
H: -12.26 0.69 4.78
H: -12.12 -0.68 3.56
H: -10.88 -0.24 4.79
C: -8.16 -2.05 6.76
C: -9.45 -2.14 7.41
N: -10.46 -2.24 7.93
H: -7.77 -3.04 6.52
H: -7.44 -1.64 7.47
H: -8.22 -1.39 5.90
Cl: -20.41 -6.02 8.55
C: -18.72 -6.45 8.94
C: -18.23 -5.73 10.16
Cl: -18.37 -3.99 9.99
H: -18.25 -6.13 8.02
H: -18.77 -7.53 9.05
H: -17.20 -5.98 10.42
H: -18.86 -5.91 11.03
Cl: -19.65 -3.73 4.46
C: -18.34 -3.65 5.68
C: -18.22 -2.23 6.20
Cl: -19.49 -1.83 7.34
H: -17.43 -4.01 5.22
H: -18.75 -4.31 6.44
H: -18.19 -1.51 5.39
H: -17.23 -2.13 6.65
Cl: -18.14 -8.58 5.74
C: -16.87 -9.76 6.18
C: -15.72 -9.15 7.01
Cl: -14.84 -10.36 7.95
H: -16.48 -10.23 5.29
H: -17.38 -10.55 6.73
H: -16.18 -8.41 7.68
H: -15.04 -8.62 6.35

Table of Mulliken atomic charges, one value per atom, all in e:
1 Be 1.10
2 C 0.68
3 F -0.21
4 F -0.14
5 F -0.14
6 S 1.01
7 O -0.69
8 O -0.49
9 N -0.09
10 S 0.85
11 O -0.61
12 O -0.46
13 C 0.53
14 F -0.19
15 F -0.22
16 F -0.24
17 C -0.50
18 C 0.17
19 N -0.31
20 H 0.25
21 H 0.11
22 H 0.28
23 C -0.80
24 C 0.31
25 N -0.22
26 H 0.31
27 H 0.29
28 H 0.21
29 C -0.82
30 C 0.16
31 N -0.07
32 H 0.29
33 H 0.33
34 H 0.29
35 Cl -0.16
36 C -0.07
37 C -0.28
38 Cl -0.16
39 H -0.20
40 H 0.33
41 H 0.14
42 H 0.42
43 Cl -0.19
44 C 0.26
45 C -0.24
46 Cl -0.15
47 H 0.06
48 H -0.22
49 H 0.43
50 H 0.03
51 Cl -0.17
52 C -0.56
53 C 0.39
54 Cl -0.20
55 H 0.37
56 H 0.34
57 H -0.26
58 H 0.12